{"formula": "C19H11ClO3S", "method": "the ωB97M-V functional and the def2-TZVPD basis", "spin_multiplicity": 1, "gap_ev": 7.35, "smiles": "O=C1C=C(c2cccc(Cl)c2)S(=O)(=O)c2c1ccc1ccccc21", "lumo_energy_ha": -0.0513, "de_lowest_kcal_mol": 0.00, "species": ["O", "C", "C", "C", "C", "C", "C", "C", "C", "Cl", "C", "S", "O", "O", "C", "C", "C", "C", "C", "C", "C", "C", "C", "C", "H", "H", "H", "H", "H", "H", "H", "H", "H", "H", "H"], "xyz": [[1.33, 3.47, -0.27], [0.83, 2.32, -0.25], [0.68, 1.66, -1.54], [0.18, 0.38, -1.67], [0.18, -0.25, -3.02], [1.30, -0.32, -3.83], [1.26, -0.97, -5.05], [0.04, -1.52, -5.52], [-1.12, -1.44, -4.72], [-2.67, -2.04, -5.21], [-1.03, -0.75, -3.51], [-0.49, -0.55, -0.23], [-1.94, -0.67, -0.30], [0.13, -1.88, -0.12], [-0.08, 0.44, 1.27], [0.50, 1.73, 1.10], [0.83, 2.46, 2.22], [0.61, 1.94, 3.49], [0.04, 0.70, 3.70], [-0.07, 0.22, 4.99], [-0.69, -1.01, 5.22], [-1.04, -1.80, 4.12], [-0.82, -1.35, 2.80], [-0.31, -0.09, 2.57], [0.94, 2.26, -2.40], [2.25, 0.13, -3.49], [2.19, -1.03, -5.63], [-0.06, -2.05, -6.46], [-1.93, -0.67, -2.90], [1.23, 3.48, 2.09], [0.89, 2.55, 4.33], [0.23, 0.95, 5.77], [-0.87, -1.42, 6.18], [-1.42, -2.82, 4.26], [-1.11, -2.06, 2.01]]}

{"formula": "C7H5BrF3N3O", "method": "the ωB97M-V functional and the def2-TZVPD basis", "spin_multiplicity": 1, "gap_ev": 8.51, "lumo_energy_ha": -0.0362, "species": ["C", "C", "C", "C", "C", "C", "C", "N", "N", "N", "O", "F", "F", "F", "Br", "H", "H", "H", "H", "H"], "xyz": [[-2.00, 0.74, -0.75], [-0.72, 0.10, -0.48], [-2.72, -0.42, -1.11], [0.81, -1.22, 1.40], [0.55, 0.69, 0.18], [0.48, -2.11, 0.31], [-4.06, -0.62, -1.58], [-2.08, -1.56, -0.88], [0.83, 0.03, 1.36], [-0.86, -1.16, -0.63], [0.21, 2.02, 0.41], [-4.94, 0.37, -1.33], [-4.06, -0.82, -2.89], [-4.64, -1.76, -1.09], [-0.20, -3.82, 0.89], [-2.09, 1.76, -0.91], [1.01, -1.66, 2.36], [1.37, 0.57, -0.62], [0.99, -2.13, -0.59], [0.57, 2.25, 1.21]]}

{"formula": "C6H15O3Rh", "method": "the ωB97M-V functional and the def2-TZVPD basis", "spin_multiplicity": 5, "s_squared": 6.01, "total_charge": 2, "gap_ev": [10.51, 6.44], "lumo_energy_ha": [-0.2896, -0.4346], "species": ["H", "O", "C", "C", "O", "C", "C", "O", "C", "Rh", "H", "H", "H", "H", "H", "H", "H", "H", "H", "H", "H", "C", "H", "H", "H"], "xyz": [[0.16, 2.67, 2.14], [-0.55, 0.51, -1.99], [-0.89, -0.83, -2.37], [-0.16, -1.81, -1.50], [-0.18, -1.32, -0.17], [0.69, -1.91, 0.79], [0.74, -1.00, 2.01], [0.72, 0.35, 1.69], [0.58, 2.43, 3.24], [-0.08, 0.69, -0.03], [-0.59, -0.97, -3.42], [-1.98, -0.94, -2.28], [0.88, -1.93, -1.83], [-0.67, -2.79, -1.53], [1.69, -2.01, 0.33], [0.30, -2.91, 1.04], [1.66, -1.26, 2.57], [-0.13, -1.25, 2.65], [0.23, 3.37, 3.69], [0.22, 1.68, 3.97], [1.68, 2.42, 3.27], [-1.00, 1.51, -2.90], [-1.31, 2.37, -2.31], [-0.17, 1.79, -3.57], [-1.84, 1.13, -3.49]]}

{"formula": "C4H13N2O", "method": "the ωB97M-V functional and the def2-TZVPD basis", "spin_multiplicity": 2, "s_squared": 0.75, "gap_ev": [4.42, 9.13], "lumo_energy_ha": [0.0281, 0.0248], "de_lowest_kcal_mol": 56.77, "species": ["C", "C", "C", "C", "N", "N", "H", "H", "H", "H", "H", "H", "H", "H", "H", "H", "H", "H", "H", "O"], "xyz": [[1.86, -0.64, -1.22], [1.69, 0.41, -0.09], [0.25, 0.66, 0.23], [-0.26, 1.90, 0.46], [-1.74, 2.00, 0.35], [2.48, -1.90, -0.75], [2.43, -0.20, -2.03], [0.88, -0.83, -1.67], [2.33, 1.26, -0.30], [2.21, -0.06, 0.75], [-0.37, -0.23, 0.33], [0.15, 2.87, 0.69], [-2.05, 1.50, -0.55], [-2.26, 1.54, 1.09], [-2.10, 2.96, 0.31], [1.87, -2.68, -0.92], [3.35, -2.07, -1.25], [-2.83, -2.41, 1.55], [-3.54, -2.15, 0.19], [-3.33, -1.77, 1.04]]}

{"formula": "C34H49N4O7P", "method": "the ωB97M-V functional and the def2-TZVPD basis", "spin_multiplicity": 1, "gap_ev": 6.54, "smiles": "C#CCCCc1c([PH2]=N)cc2c(c1CCC(C)C)C(=O)c1c(COO)cccc1C2=O.CNC(C)=O.CNC(C)=O.CNC(C)=O", "lumo_energy_ha": -0.0531, "species": ["C", "C", "C", "C", "C", "C", "C", "P", "N", "C", "C", "C", "C", "C", "C", "C", "C", "C", "C", "O", "C", "C", "C", "O", "O", "C", "C", "C", "C", "C", "O", "H", "H", "H", "H", "H", "H", "H", "H", "H", "H", "H", "H", "H", "H", "H", "H", "H", "H", "H", "H", "H", "H", "H", "H", "H", "H", "H", "H", "C", "N", "C", "C", "O", "H", "H", "H", "H", "H", "H", "H", "C", "N", "C", "C", "O", "H", "H", "H", "H", "H", "H", "H", "C", "N", "C", "C", "O", "H", "H", "H", "H", "H", "H", "H"], "xyz": [[6.53, 1.47, -2.38], [5.69, 2.53, -1.99], [4.57, 3.69, -1.54], [3.19, 2.88, -1.15], [2.96, 2.65, 0.45], [3.31, 1.07, 0.83], [4.67, 0.72, 1.74], [5.92, 2.07, 2.35], [7.21, 1.94, 1.34], [5.07, -0.85, 2.16], [4.14, -2.11, 1.68], [2.78, -1.76, 0.77], [2.37, -0.22, 0.35], [1.02, 0.04, -0.61], [-0.20, 0.58, 0.34], [-1.31, 1.52, -0.41], [-1.23, 3.01, 0.28], [-1.25, 1.51, -2.05], [1.89, -3.09, 0.30], [0.54, -3.11, 0.33], [2.81, -4.41, -0.17], [2.40, -5.33, -1.50], [1.07, -5.00, -2.44], [1.44, -4.06, -3.55], [2.42, -3.26, -3.15], [3.44, -6.58, -1.86], [4.79, -6.94, -0.96], [5.20, -6.02, 0.34], [4.18, -4.75, 0.73], [4.48, -3.71, 2.00], [4.98, -4.12, 3.19], [7.15, 0.53, -2.77], [4.32, 4.30, -2.53], [4.97, 4.39, -0.68], [3.31, 1.79, -1.63], [2.26, 3.36, -1.71], [3.64, 3.43, 1.02], [1.84, 2.82, 0.81], [6.38, 1.81, 3.72], [5.36, 3.40, 2.36], [8.06, 1.68, 1.90], [6.06, -1.07, 2.78], [0.68, -0.96, -1.16], [1.38, 0.78, -1.44], [-0.79, -0.36, 0.78], [0.30, 1.18, 1.24], [-2.38, 1.08, -0.12], [-0.29, 3.57, -0.12], [-1.11, 2.84, 1.44], [-2.25, 3.55, 0.09], [-2.04, 2.29, -2.49], [-0.20, 1.89, -2.47], [-1.53, 0.47, -2.53], [0.66, -6.02, -2.87], [0.18, -4.51, -1.86], [2.74, -2.68, -3.91], [3.24, -7.28, -2.81], [5.51, -7.84, -1.25], [6.14, -6.17, 1.02], [-4.57, -3.01, -0.10], [-4.03, -1.70, 0.18], [-4.53, -0.73, 1.00], [-5.80, -1.01, 1.74], [-3.93, 0.34, 1.12], [-3.83, -3.75, 0.19], [-4.76, -3.08, -1.17], [-5.50, -3.19, 0.45], [-3.17, -1.43, -0.28], [-6.07, -0.15, 2.35], [-6.61, -1.20, 1.03], [-5.67, -1.88, 2.40], [-5.47, 0.39, -5.03], [-6.09, 0.37, -3.73], [-6.64, -0.69, -3.06], [-6.61, -2.03, -3.73], [-7.13, -0.52, -1.95], [-4.44, 0.74, -4.91], [-6.02, 1.09, -5.66], [-5.46, -0.60, -5.50], [-6.15, 1.24, -3.21], [-7.09, -2.77, -3.08], [-7.17, -1.99, -4.67], [-5.58, -2.34, -3.92], [-3.45, 5.84, 5.15], [-2.40, 5.59, 4.19], [-1.38, 4.69, 4.27], [-1.29, 3.83, 5.50], [-0.56, 4.61, 3.36], [-4.41, 5.66, 4.66], [-3.39, 6.89, 5.45], [-3.37, 5.20, 6.03], [-2.39, 6.13, 3.34], [-0.42, 3.16, 5.42], [-1.16, 4.45, 6.39], [-2.18, 3.21, 5.59]]}

{"formula": "C4H12N2O", "method": "the ωB97M-V functional and the def2-TZVPD basis", "spin_multiplicity": 1, "gap_ev": 9.59, "smiles": "C[C@H](CO)NCN", "lumo_energy_ha": 0.0321, "de_lowest_kcal_mol": 34.04, "species": ["C", "C", "C", "O", "N", "C", "N", "H", "H", "H", "H", "H", "H", "H", "H", "H", "H", "H", "H"], "xyz": [[0.73, 0.96, -1.62], [0.50, 0.13, -0.37], [0.83, -1.32, -0.63], [2.21, -1.42, -1.02], [-0.89, 0.27, 0.10], [-1.07, 0.47, 1.53], [-2.37, 1.06, 1.83], [0.71, 2.03, -1.42], [-0.04, 0.73, -2.36], [1.69, 0.74, -2.07], [1.17, 0.46, 0.42], [0.69, -1.89, 0.30], [0.18, -1.72, -1.41], [2.48, -2.32, -0.84], [-1.44, -0.50, -0.25], [-0.25, 1.10, 1.86], [-0.99, -0.46, 2.12], [-2.31, 2.03, 2.07], [-2.86, 0.53, 2.53]]}

{"formula": "C30H30N7O2S4Sn", "method": "the ωB97M-V functional and the def2-TZVPD basis", "spin_multiplicity": 1, "total_charge": -1, "gap_ev": [5.47, 3.73], "lumo_energy_ha": [0.0826, 0.0566], "species": ["Sn", "C", "C", "N", "C", "S", "N", "N", "C", "C", "C", "C", "C", "C", "C", "N", "H", "H", "H", "H", "H", "H", "H", "H", "H", "H", "H", "H", "H", "O", "C", "C", "C", "C", "C", "C", "C", "O", "N", "N", "C", "S", "C", "C", "S", "H", "H", "H", "H", "H", "H", "H", "H", "H", "C", "C", "C", "C", "C", "C", "C", "C", "C", "S", "C", "N", "H", "H", "H", "H", "H", "H", "H", "H"], "xyz": [[0.70, -0.14, -0.36], [5.84, 3.66, -0.89], [5.13, 3.17, -2.17], [3.67, 3.07, -1.96], [3.02, 2.14, -1.21], [1.33, 2.38, -1.00], [3.76, 1.12, -0.78], [3.02, 0.08, -0.36], [3.78, -0.92, 0.14], [5.27, -0.79, 0.34], [3.14, -2.12, 0.49], [3.84, -3.28, 0.91], [3.22, -4.48, 1.09], [1.82, -4.55, 0.74], [1.13, -3.39, 0.35], [1.77, -2.18, 0.39], [6.90, 3.90, -1.10], [5.85, 2.86, -0.08], [5.36, 4.55, -0.42], [5.44, 2.17, -2.52], [5.24, 3.83, -3.05], [3.11, 3.90, -2.21], [5.66, 0.20, 0.08], [5.87, -1.53, -0.24], [5.45, -1.00, 1.43], [4.91, -3.21, 0.99], [3.70, -5.39, 1.45], [1.31, -5.54, 0.72], [0.09, -3.38, 0.08], [-3.16, 2.45, 3.27], [-2.18, 1.93, 4.05], [-2.41, 1.86, 5.44], [-1.42, 1.43, 6.28], [-0.21, 0.97, 5.79], [0.04, 1.03, 4.43], [-0.96, 1.42, 3.54], [-0.77, 1.22, 2.05], [0.29, 0.60, 1.71], [-1.74, 1.74, 1.27], [-1.59, 1.55, -0.04], [-2.48, 2.28, -0.82], [-3.39, 3.52, -0.11], [-4.25, 4.12, -1.56], [-4.21, 3.05, -2.68], [-2.82, 1.90, -2.46], [-2.82, 2.29, 2.31], [-3.41, 2.18, 5.77], [-1.63, 1.57, 7.36], [0.48, 0.65, 6.58], [1.00, 0.74, 3.99], [-3.80, 5.07, -1.87], [-5.28, 4.36, -1.26], [-4.07, 3.52, -3.66], [-5.10, 2.39, -2.79], [-2.29, -2.91, 1.41], [-2.70, -2.78, 0.00], [-4.00, -3.11, -0.42], [-4.35, -2.98, -1.74], [-3.40, -2.45, -2.65], [-3.70, -2.32, -4.00], [-2.69, -1.93, -4.90], [-1.40, -1.68, -4.47], [-1.01, -1.73, -3.12], [0.66, -1.42, -2.76], [-2.04, -2.14, -2.16], [-1.77, -2.28, -0.87], [-1.51, -3.66, 1.59], [-3.12, -3.18, 2.10], [-1.91, -1.92, 1.75], [-4.71, -3.56, 0.29], [-5.37, -3.18, -2.09], [-4.73, -2.42, -4.32], [-2.83, -1.92, -5.97], [-0.61, -1.43, -5.16]]}

{"formula": "C12H27B", "method": "the ωB97M-V functional and the def2-TZVPD basis", "spin_multiplicity": 1, "gap_ev": 9.69, "smiles": "CC[C@@H](C)B([C@@H](C)CC)[C@@H](C)CC", "lumo_energy_ha": 0.0275, "de_lowest_kcal_mol": 38.11, "species": ["C", "C", "C", "C", "B", "C", "C", "C", "C", "C", "C", "C", "C", "H", "H", "H", "H", "H", "H", "H", "H", "H", "H", "H", "H", "H", "H", "H", "H", "H", "H", "H", "H", "H", "H", "H", "H", "H", "H", "H"], "xyz": [[0.48, -3.33, -2.11], [0.26, -1.85, -1.79], [0.46, -1.54, -0.29], [1.89, -1.65, 0.24], [0.05, 0.07, -0.31], [-1.42, 0.48, 0.29], [-2.48, 0.51, -0.93], [-1.96, -0.04, 1.61], [-2.62, 0.98, 2.53], [1.19, 1.23, -0.48], [0.88, 1.99, -1.71], [1.49, 2.12, 0.77], [1.84, 1.26, 1.96], [1.38, -3.70, -1.63], [-0.31, -3.98, -1.71], [0.51, -3.56, -3.14], [-0.77, -1.56, -2.16], [0.96, -1.25, -2.36], [-0.12, -2.27, 0.32], [2.25, -2.63, 0.01], [1.83, -1.49, 1.30], [2.60, -1.00, -0.29], [-1.15, 1.55, 0.46], [-2.16, 1.12, -1.77], [-2.47, -0.49, -1.35], [-3.44, 0.81, -0.65], [-1.19, -0.54, 2.19], [-2.65, -0.93, 1.42], [-3.09, 0.47, 3.36], [-1.96, 1.81, 2.75], [-3.44, 1.53, 2.14], [2.17, 0.78, -0.73], [1.62, 2.68, -2.01], [0.72, 1.33, -2.56], [-0.01, 2.52, -1.64], [2.20, 2.85, 0.56], [0.56, 2.72, 0.91], [2.53, 0.51, 1.66], [2.38, 1.78, 2.83], [0.99, 0.68, 2.32]]}

{"formula": "C5H12BBeCl12", "method": "the ωB97M-V functional and the def2-TZVPD basis", "spin_multiplicity": 1, "total_charge": 1, "gap_ev": 3.54, "lumo_energy_ha": -0.3531, "de_lowest_kcal_mol": 34.80, "species": ["Be", "B", "H", "H", "H", "H", "C", "Cl", "Cl", "Cl", "H", "C", "Cl", "Cl", "Cl", "H", "C", "Cl", "Cl", "H", "H", "C", "Cl", "Cl", "H", "H", "C", "Cl", "Cl", "H", "H"], "xyz": [[-3.63, -1.38, 0.39], [-1.60, -0.36, 0.03], [-1.96, -0.08, 1.11], [-0.61, 0.20, -0.17], [-1.36, -1.50, -0.03], [-2.38, -0.09, -0.81], [0.62, -1.05, 2.82], [-0.60, 0.06, 3.51], [0.18, -2.72, 3.10], [2.20, -0.67, 3.51], [0.67, -0.86, 1.75], [3.29, 0.44, -0.70], [1.79, 1.33, -0.49], [3.18, -1.23, -0.03], [4.64, 1.17, 0.16], [3.47, 0.36, -1.76], [-0.91, 3.38, 2.13], [-2.28, 4.26, 2.86], [0.12, 4.51, 1.26], [-0.28, 2.92, 2.89], [-1.26, 2.60, 1.45], [0.13, -3.34, -1.38], [-0.15, -2.83, -3.06], [-1.10, -4.39, -0.69], [1.12, -3.78, -1.34], [0.21, -2.44, -0.78], [-0.68, 1.01, -3.03], [-2.19, 0.83, -3.90], [0.45, 2.17, -3.76], [-0.94, 1.42, -2.06], [-0.13, 0.08, -2.98]]}

{"formula": "C2H7FNO5PS2V", "method": "the ωB97M-V functional and the def2-TZVPD basis", "spin_multiplicity": 1, "total_charge": 3, "gap_ev": 3.99, "lumo_energy_ha": -0.6546, "species": ["C", "P", "O", "N", "S", "C", "O", "O", "S", "O", "O", "F", "H", "H", "H", "H", "H", "H", "H", "V"], "xyz": [[0.86, -0.63, 2.72], [-0.29, 0.24, 1.47], [-1.38, -1.04, 0.89], [0.57, 0.88, 0.05], [1.21, -0.38, -0.98], [-0.01, -1.10, -2.20], [1.86, -1.57, -0.22], [2.38, 0.29, -1.80], [-0.53, 1.95, -0.83], [-0.87, 3.14, 0.14], [0.13, 2.58, -2.10], [-2.05, 1.21, -1.20], [1.02, 0.06, 3.67], [1.93, -0.91, 2.31], [0.28, -1.59, 3.13], [-2.27, -0.93, 1.37], [-0.38, -0.37, -3.05], [-0.92, -1.62, -1.64], [0.55, -1.99, -2.77], [-2.08, 1.79, 1.04]]}

{"formula": "C4H11NO4S2", "method": "the ωB97M-V functional and the def2-TZVPD basis", "spin_multiplicity": 1, "gap_ev": 10.06, "lumo_energy_ha": 0.0259, "de_lowest_kcal_mol": 0.00, "species": ["C", "C", "C", "C", "N", "O", "O", "O", "O", "S", "S", "H", "H", "H", "H", "H", "H", "H", "H", "H", "H", "H"], "xyz": [[-3.01, 1.50, -0.04], [2.58, -1.65, 0.11], [-0.82, -1.03, -1.16], [-1.66, 1.35, 0.53], [-0.92, 2.21, 1.01], [3.84, 0.52, 0.27], [1.52, 0.67, -0.63], [-2.26, -1.23, 1.04], [0.10, -0.59, 1.30], [2.22, 0.10, 0.53], [-1.14, -0.47, 0.54], [-3.60, 0.63, 0.22], [-3.48, 2.41, 0.33], [-2.94, 1.57, -1.13], [2.67, -1.74, -0.97], [3.52, -1.89, 0.59], [1.78, -2.28, 0.49], [-1.74, -0.94, -1.73], [-0.03, -0.39, -1.54], [-0.50, -2.06, -1.11], [3.89, 1.44, 0.00], [-0.02, 1.88, 1.35]]}

{"formula": "C11H26B3N2O7P", "method": "the ωB97M-V functional and the def2-TZVPD basis", "spin_multiplicity": 1, "gap_ev": 9.13, "lumo_energy_ha": 0.0026, "species": ["C", "C", "O", "C", "C", "O", "C", "B", "O", "B", "C", "C", "O", "B", "P", "N", "O", "O", "O", "H", "H", "H", "H", "H", "H", "H", "H", "H", "H", "H", "H", "H", "H", "H", "H", "H", "H", "H", "C", "C", "C", "C", "N", "H", "H", "H", "H", "H", "H", "H"], "xyz": [[1.93, 3.86, 2.57], [1.81, 2.47, 3.16], [0.80, 1.77, 2.45], [-0.07, 1.04, 3.27], [-0.70, -0.02, 2.41], [-1.36, 0.63, 1.36], [-1.15, 0.06, 0.07], [0.22, 0.54, -0.57], [0.32, 1.42, -1.61], [1.55, 1.17, -2.20], [2.56, 2.29, -2.59], [2.13, 3.13, -3.80], [1.86, -0.20, -2.35], [2.03, -0.68, -1.10], [3.12, -2.20, -0.67], [4.59, -1.72, -0.56], [2.89, -3.40, -1.72], [2.65, -2.73, 0.77], [1.43, 0.01, -0.07], [2.10, 3.77, 1.51], [2.72, 4.41, 3.05], [1.01, 4.38, 2.78], [2.76, 1.96, 3.00], [1.57, 2.52, 4.21], [0.46, 0.59, 4.10], [-0.88, 1.67, 3.65], [-1.38, -0.64, 2.98], [0.11, -0.67, 2.07], [-2.00, 0.31, -0.55], [-1.18, -1.03, 0.18], [2.73, 2.92, -1.73], [3.51, 1.82, -2.81], [2.00, 2.55, -4.70], [1.25, 3.70, -3.54], [2.91, 3.85, -4.01], [5.23, -2.19, -1.19], [3.75, -3.54, -2.16], [1.70, -2.91, 0.78], [-5.87, -2.17, -0.92], [-4.36, -1.99, -1.05], [-3.57, -3.18, -0.50], [-3.85, -3.37, 0.92], [-4.07, -3.51, 2.03], [-6.17, -2.25, 0.12], [-6.39, -1.31, -1.35], [-6.20, -3.06, -1.45], [-4.06, -1.08, -0.52], [-4.10, -1.84, -2.10], [-2.50, -3.01, -0.62], [-3.83, -4.09, -1.04]]}